# C14H20Br2ErNO5

A molecular structure, C14H20Br2ErNO5 in a non-equilibrium geometry (ωB97M-V/def2-TZVPD, the Open Molecules 2025 dataset).

Structure (XYZ):
```
43
Properties=species:S:1:pos:R:3:nbo_charge:R:1
C 0.64 -1.60 3.63 -0.422
C 0.78 -1.97 2.24 -0.033
N 0.19 -1.21 1.11 -0.544
C -0.95 -1.93 0.45 -0.246
C -2.26 -0.98 0.58 -0.399
C -3.27 -1.30 -0.64 -0.443
C -3.39 -0.06 -1.68 -0.074
O -3.81 1.16 -0.97 -0.735
C 1.20 -0.71 0.15 0.004
C 0.51 0.13 -1.07 -0.435
C 1.61 0.85 -2.02 -0.110
O 1.58 2.30 -1.93 -0.608
C 2.32 2.75 -3.09 0.608
O 3.56 2.58 -3.11 -0.476
C 1.98 -1.94 -0.59 0.686
O 2.82 -2.67 -0.03 -0.477
O 1.68 -2.28 -1.96 -0.184
C 2.24 0.34 0.82 0.022
Br 4.21 0.21 0.61 0.234
C 1.78 1.47 1.58 -0.202
C 0.25 1.79 1.84 -0.648
Br 3.11 2.75 2.36 0.140
H 1.58 -1.69 4.27 0.250
H -0.39 -1.30 4.05 0.218
H 1.37 -2.94 2.06 0.238
H -0.76 -2.27 -0.62 0.215
H -1.16 -2.86 1.10 0.246
H -1.88 0.09 0.42 0.156
H -2.75 -1.07 1.62 0.233
H -4.31 -1.45 -0.16 0.241
H -2.94 -2.25 -1.20 0.232
H -2.39 0.10 -2.23 0.159
H -4.25 -0.31 -2.41 0.218
H -3.22 1.91 -1.24 0.452
H -0.14 -0.52 -1.75 0.265
H -0.17 0.98 -0.69 0.189
H 1.33 0.57 -3.11 0.211
H 2.67 0.44 -1.87 0.229
H 1.77 3.26 -3.98 0.187
H 0.23 2.63 2.67 0.088
H -0.32 2.22 0.92 0.054
H -0.33 0.90 2.32 0.368
Er -0.68 3.89 1.56 1.895
```

Output
- Highest occupied orbital energy (spin up / spin down): -14.18 / -14.17 eV
- Charge: +2
- Multiplicity: 4
- Kohn-Sham gap (spin up / spin down): 4.25 / 4.53 eV
- E_LUMO (spin up / spin down): -9.93 / -9.64 eV
- Energy: -194244.7149 eV